Molecular formula: C3H5Br2NS
Method: DFT, ωB97M-V with the def2-TZVPD basis set

* total charge: 0
* spin multiplicity: 1
* energy above the lowest of the compared OMol25 structures with the same formula, charge and spin: 41.0 kcal/mol
* E_tot: -5718.13687 hartree
* orbital gap (alpha / beta): 8.7 / 6.4 eV

Bonds (Å) are listed after each position.
Cartesian coordinates (Å):
1 C -0.17 -0.32 0.57  C2 1.517, C3 1.461, H8 1.095, H9 1.101
2 C 0.22 0.93 -0.20  C1 1.517, S5 1.909, H10 1.089, H11 1.089
3 C 0.75 -1.44 0.41  C1 1.461, Br6 1.843, H12 1.077
4 N 2.76 0.50 0.64  S5 1.471
5 S 1.83 1.63 0.54  C2 1.909, N4 1.471, Br7 2.454
6 Br 1.09 -2.63 1.78  C3 1.843
7 Br 0.70 2.24 2.63  S5 2.454
8 H -0.33 -0.10 1.63  C1 1.095
9 H -1.14 -0.62 0.14  C1 1.101
10 H 0.50 0.70 -1.23  C2 1.089
11 H -0.54 1.71 -0.17  C2 1.089
12 H 1.17 -1.70 -0.55  C3 1.077

Löwdin atomic charge list, values in e, 5 entries:
1 C -0.41
2 C -0.39
3 C -0.62
4 N -0.36
5 S 0.55